(1)
Below is an isolated molecule of C4H5NO2, with properties calculated with ωB97M-V/def2-TZVPD.

**Electronic energy**: -9813.054 eV
**Gap between HOMO and LUMO**: 10.58 eV
**Energy relative to the best compared isomer or geometry (same formula, charge and spin)**: 121.62 kJ/mol
**M**: 99.1 g/mol
**SMILES string**: O=C[C@H]1CN=CO1

```
12
Properties=species:S:1:pos:R:3:forces:R:3
O -2.06792 0.10056 1.15221 0.133 -0.136 -0.519
C -1.67587 -0.28020 0.07775 -0.215 0.161 0.432
C -0.37764 0.19782 -0.56483 -0.055 0.162 0.071
C 0.53292 0.95965 0.41064 -0.087 0.232 -0.008
N 1.62825 0.02686 0.69676 -0.094 -0.394 -0.262
C 1.44298 -0.96753 -0.05824 0.227 0.082 0.215
O 0.37552 -0.98297 -0.90606 0.000 -0.019 0.007
H -2.24730 -1.02444 -0.50619 0.066 -0.033 -0.009
H -0.60536 0.73162 -1.49429 -0.003 -0.045 0.153
H 0.93845 1.88104 -0.01672 -0.053 -0.110 0.040
H -0.01173 1.21023 1.32562 0.121 -0.027 -0.130
H 2.06768 -1.85265 -0.11665 -0.039 0.127 0.009
```
Positions in Å, forces in eV/Å.

Atom charges from the Löwdin analysis, given in e for atoms 1 to 4:
1 O 0.0757
2 C -0.1802
3 C -0.2420
4 C -0.1457

(2)
Below is a structure of composition C5H8F3O4SSi in a non-equilibrium geometry, with properties calculated with ωB97M-V/def2-TZVPD.

**⟨S²⟩**: 2.0090
**Total charge**: -1
**Electronic energy**: -40367.376 eV
**Gap between HOMO and LUMO (spin up / spin down)**: 4.67 / 4.89 eV
**M**: 249.3 g/mol
**2S+1**: 3

```
22
Properties=species:S:1:pos:R:3:forces:R:3
C -1.76370 1.12077 -0.12911 -1.557 1.811 -0.988
C -1.59550 0.27808 1.12606 0.614 -0.239 0.201
C -1.54611 0.40744 -1.48034 2.525 0.863 0.571
C -0.07124 0.04386 1.46047 -1.758 -2.481 0.084
C 2.29332 1.20233 -0.28768 -1.305 2.268 0.639
O 0.25409 -3.68001 -0.26715 -0.448 -0.388 -0.494
O 2.22685 -2.88451 0.96557 -1.218 0.942 -1.500
O 2.20229 -2.71033 -1.50532 -0.879 0.196 0.387
O -0.46197 -0.49905 -1.33511 0.801 -0.366 -0.123
F 1.74208 2.32379 0.41262 -1.043 -0.063 0.024
F 2.42999 1.70616 -1.51610 0.049 -0.170 -1.394
F 3.48658 1.23347 0.24463 2.180 -1.329 0.519
Si 0.66594 -0.69025 -0.13030 1.416 3.273 -0.080
S 1.38699 -2.74878 -0.28602 1.988 -3.447 1.658
H -2.80244 1.54980 -0.30478 0.806 -0.408 0.893
H -1.13329 2.01792 0.02314 0.029 -0.406 -0.566
H -1.98872 0.76798 2.00972 -0.586 0.308 -0.057
H -2.14142 -0.66291 0.98745 0.264 -0.068 0.237
H -2.34048 -0.24505 -1.72163 -1.457 -0.219 -0.414
H -1.28984 1.12828 -2.36261 -0.657 -1.095 1.586
H 0.44290 0.94502 1.71993 0.276 0.707 -0.238
H 0.00368 -0.60403 2.37656 -0.040 0.311 -0.944
```
Positions in Å, forces in eV/Å.

Atom charges from the Löwdin analysis, given in e for atoms 1 to 4:
1 C -0.2158
2 C -0.2549
3 C -0.2301
4 C -0.2412

(3)
Below is a cluster of 2 separate species, C13H14NP in total in a non-equilibrium geometry, with properties calculated with ωB97M-V/def2-TZVPD.

**Electronic energy**: -24480.742 eV
**Gap between HOMO and LUMO (spin up / spin down)**: 6.77 / 6.84 eV
**Energy relative to the best compared isomer or geometry (same formula, charge and spin)**: 411.80 kJ/mol
**M**: 215.2 g/mol

```
29
Properties=species:S:1:pos:R:3:forces:R:3
C -2.87398 0.89941 -1.57478 -0.761 3.325 -1.825
C 2.34101 1.80179 -0.61503 -1.054 -0.251 2.151
C -2.14515 1.74203 -0.66212 0.229 -0.480 0.604
C -2.73411 -0.38758 -1.75092 -0.385 -4.061 1.185
C 1.78625 1.51613 0.68913 1.120 -0.842 -3.534
C 2.42151 0.75488 -1.49650 0.071 0.664 -0.219
C -1.81405 1.39718 0.58566 -0.295 0.745 -1.634
C -1.74546 -1.27087 -0.96237 -2.151 3.553 0.229
C 1.33854 0.25712 0.92554 0.045 -2.309 2.378
C 2.03620 -0.52055 -1.16584 -0.894 -1.508 0.138
C -1.41650 -0.92999 0.28003 -0.363 -0.863 0.376
C 1.53303 -0.84593 0.08844 -0.259 0.914 -1.202
C 1.44237 -2.55366 2.26630 1.588 4.241 -0.904
N -2.13989 0.14610 1.03666 2.185 -3.841 2.047
P 0.80915 -2.48944 0.50962 -0.960 1.650 0.039
H -3.48394 1.55628 -2.29022 0.379 -1.450 0.966
H 2.55353 2.84333 -0.83187 0.344 -0.272 -0.278
H -1.88590 2.74589 -0.89621 -0.020 0.661 -0.654
H -3.46983 -1.04776 -2.29193 0.912 1.240 -0.152
H 1.82415 2.25338 1.39555 -0.440 1.788 1.800
H 2.73771 0.88905 -2.49780 0.352 0.416 -0.849
H -1.31435 2.17814 1.09005 0.583 0.235 1.478
H -1.44442 -2.06762 -1.54666 1.286 -1.650 -0.536
H 0.89456 -0.12922 1.87251 0.273 1.494 -0.344
H 1.92735 -1.24792 -1.96379 0.578 -0.170 0.021
H 0.81207 -1.82305 2.86423 0.833 -1.154 -0.303
H 1.43619 -3.52039 2.64847 0.006 -1.568 0.804
H 2.56687 -2.05116 2.22181 -2.796 -1.557 0.295
H -1.99292 -0.09557 2.07207 -0.404 1.049 -2.079
```
Positions in Å, forces in eV/Å.

Atom charges from the Löwdin analysis, given in e for atoms 1 to 4:
1 C -0.1388
2 C -0.0525
3 C -0.1039
4 C -0.0935

(4)
Below is a structure of composition C39H81F6N5O13PV in a non-equilibrium geometry, with properties calculated with ωB97M-V/def2-TZVPD.

**⟨S²⟩**: 3.9781
**Total charge**: -1
**Electronic energy**: -127097.406 eV
**Gap between HOMO and LUMO (spin up / spin down)**: 2.65 / 3.95 eV
**Energy relative to the best compared isomer or geometry (same formula, charge and spin)**: 1082.34 kJ/mol
**M**: 1024.0 g/mol
**2S+1**: 4

```
146
Properties=species:S:1:pos:R:3:forces:R:3
V 3.72066 2.79662 0.54817 0.696 0.860 -0.053
P 1.00079 -0.59618 0.80530 0.961 0.802 -1.035
F 0.16137 -1.24297 2.03071 -0.066 0.576 -1.448
F 1.74094 -1.97054 0.40455 -1.183 -0.828 -0.109
F -0.15628 -0.78343 -0.34452 0.324 -0.095 1.632
F 1.92699 0.10325 -0.37893 0.697 0.574 -1.069
F 0.58060 0.97368 1.11424 -1.257 -0.779 0.276
F 2.23433 -0.35133 1.77172 1.121 0.440 1.559
C 2.89589 6.15220 5.34963 0.440 0.934 2.684
C 3.40390 5.21822 4.50075 -2.220 0.961 -1.887
C 4.60955 4.45605 4.87900 1.946 -3.062 0.051
O 5.06206 3.51463 4.14552 -0.639 0.295 -1.614
C 5.22671 4.54192 6.11245 -0.689 1.451 0.793
C 4.74574 5.45871 7.09482 -1.024 0.308 0.288
C 3.45272 6.34063 6.67663 0.306 2.401 2.243
O 3.10225 7.22435 7.54969 0.551 -2.760 -3.063
O 5.16794 5.59475 8.24031 0.090 -0.121 -0.470
O 2.74960 5.06588 3.40391 1.270 -1.068 -0.530
H 2.04082 6.74438 5.05881 -0.069 -0.037 -0.038
H 6.00411 3.83750 6.36906 0.096 0.054 -0.101
C 0.05740 -5.28378 -3.98829 -0.276 -0.365 -0.493
C -1.22972 -6.08520 -3.54262 1.209 0.331 0.293
C -2.36784 -5.05900 -3.61161 -0.539 -0.384 1.388
C -3.75632 -5.72160 -3.51137 1.015 0.306 0.096
C -3.88402 -6.81914 -4.58032 -1.175 1.318 -0.253
C -2.78549 -7.87860 -4.59553 -0.420 0.311 1.169
N -1.47854 -7.21278 -4.45165 -1.901 2.044 -0.917
O -0.41742 -8.07254 -4.50810 1.125 -0.879 0.132
C -3.12060 -8.73745 -3.32612 1.070 -0.958 -0.846
C -2.79798 -8.70195 -5.90149 0.810 -0.239 0.661
C -0.94126 -6.52218 -2.09406 0.159 -0.173 1.071
H 0.33107 -4.46778 -3.31944 -0.598 0.058 0.208
H -0.13718 -4.85252 -4.97025 0.073 0.017 -0.134
H 0.99373 -5.83911 -4.04284 -0.170 -0.547 -0.024
H -2.26311 -4.47026 -2.70028 0.125 0.171 0.142
H -2.30364 -4.29313 -4.38454 0.150 -0.570 -0.593
H -4.46182 -4.89424 -3.58776 -0.446 -0.323 -0.477
H -3.88110 -6.05312 -2.48052 0.014 -0.470 -0.036
H -4.03740 -6.25336 -5.49926 0.694 -0.163 -0.562
H -4.85165 -7.31336 -4.49349 0.007 -0.322 0.269
H -2.39294 -9.54894 -3.33461 0.346 -0.004 0.471
H -3.02744 -8.15835 -2.40739 -0.095 -0.140 -0.205
H -4.06467 -9.28178 -3.34907 -0.332 0.468 -0.221
H -3.70683 -9.29728 -5.98908 -0.168 0.367 -0.243
H -2.53355 -8.10638 -6.77527 -0.720 0.380 -0.001
H -1.97518 -9.41683 -5.90825 0.007 -0.217 0.469
H -0.41020 -5.73136 -1.56426 -0.171 0.229 -0.002
H -0.29411 -7.38736 -1.94994 0.243 -0.116 -0.838
H -1.77557 -6.80530 -1.45230 -0.534 0.382 -0.314
H 0.13168 -7.59392 -5.13342 0.499 -0.490 -0.182
C 1.95969 1.41828 -5.66395 0.034 -0.079 0.273
O 2.17160 2.76746 -6.03007 0.968 -0.520 0.520
C 1.36643 3.29489 -7.04449 0.350 0.573 -0.024
C 1.89463 4.75130 -7.25926 0.176 -1.752 -0.423
N 3.24771 4.87140 -7.82264 -0.852 1.164 -0.293
C 3.62798 6.29317 -7.67760 0.247 -0.778 -0.541
C 5.11129 6.48205 -7.85403 -0.593 0.390 -0.521
O 5.79281 5.85824 -6.82641 1.310 -0.516 0.324
C 7.18135 6.17532 -6.71961 0.098 -1.199 1.867
H 0.97454 1.34422 -5.20337 0.053 -0.372 0.271
H 2.77338 1.08896 -5.01777 -0.249 0.596 0.668
H 2.06466 0.63667 -6.41638 -0.411 0.460 -1.048
H 0.31530 3.33131 -6.75832 -0.277 0.259 0.408
H 1.36767 2.57087 -7.85929 0.373 0.491 -0.786
H 1.87428 5.23316 -6.28176 -0.249 -0.040 0.362
H 1.20061 5.29764 -7.89798 -0.013 0.007 -0.147
H 3.95776 4.23507 -7.48939 -0.313 0.047 0.601
H 3.25093 6.71934 -6.74791 0.192 0.049 0.404
H 3.16400 6.87031 -8.47743 -0.242 0.009 -0.143
H 5.36061 7.54279 -7.88202 -0.033 0.250 -0.132
H 5.34076 6.02195 -8.81516 0.387 0.050 -0.292
H 7.64392 5.32740 -6.21447 -0.150 -0.515 -0.076
H 7.31152 6.90954 -5.92458 0.031 0.887 -0.594
H 7.84437 6.29012 -7.57712 -0.829 0.555 -0.569
C -5.49351 -5.81932 3.41146 -0.544 0.876 -1.802
O -5.38523 -4.87016 2.31338 0.236 0.042 -0.699
C -5.04500 -3.51998 2.59849 0.101 1.037 0.837
C -5.11436 -2.47427 1.42590 -0.219 0.018 -0.394
N -5.00335 -1.01031 1.88983 -0.012 -2.221 1.101
C -5.22279 0.13165 1.01971 -0.433 -0.473 -1.141
C -6.71813 0.40266 0.68619 0.997 0.695 0.998
O -6.81024 1.68769 0.07009 -0.476 -1.032 -1.131
C -8.06521 1.83192 -0.59295 -0.100 0.436 1.168
H -4.68299 -5.76990 4.13857 -0.110 0.188 0.032
H -5.49863 -6.77031 2.87885 0.306 -0.124 0.274
H -6.50376 -5.71401 3.80695 0.180 0.134 0.714
H -4.03052 -3.49818 2.99653 0.117 0.087 0.336
H -5.74675 -3.11804 3.32932 0.051 0.023 0.441
H -6.04777 -2.72997 0.92445 -0.158 0.580 -0.217
H -4.29418 -2.65549 0.73122 -0.012 -0.234 -0.252
H -4.02340 -0.99417 2.13382 0.078 0.434 0.437
H -4.63310 0.02800 0.10889 -0.304 -0.169 -0.746
H -4.74022 1.01627 1.43527 -0.485 0.005 0.638
H -7.30788 0.47737 1.59982 0.069 -0.337 0.412
H -7.16780 -0.39824 0.09928 0.156 0.002 -0.431
H -8.46397 0.94491 -1.08520 0.832 -0.163 -0.820
H -8.00526 2.73985 -1.19311 -0.109 -0.354 -0.241
H -8.86061 1.95373 0.14231 -0.108 0.556 0.479
C 6.00942 0.38997 -0.31499 0.014 -1.307 -0.558
O 5.71325 1.67898 -0.81749 -0.770 0.292 1.661
C 6.88085 2.39585 -1.10380 0.151 1.425 -1.474
C 6.43530 3.72175 -1.74061 -0.518 -1.327 0.393
N 5.59606 4.49539 -0.76765 0.582 -0.443 -1.254
C 4.78942 5.54236 -1.44003 -0.911 -1.097 -0.083
C 3.71325 4.92825 -2.40186 0.844 0.139 1.069
O 2.93131 3.97339 -1.60852 0.592 0.474 0.471
C 1.53090 4.19700 -1.71203 -0.701 0.576 -1.915
H 5.11162 -0.22780 -0.29423 -0.213 0.258 -0.213
H 6.43081 0.31729 0.68763 0.239 0.659 0.042
H 6.69545 -0.03063 -1.05020 0.168 -0.505 0.248
H 7.43101 1.89629 -1.90120 0.106 -0.450 -0.070
H 7.61165 2.55366 -0.31063 -0.461 -0.182 0.687
H 5.86306 3.42008 -2.61791 -0.342 0.203 0.128
H 7.33307 4.18292 -2.15222 0.006 0.731 0.341
H 6.32433 4.96695 -0.25063 -0.367 0.259 0.906
H 5.41695 6.30477 -1.90159 -0.096 -0.034 -0.384
H 4.18151 6.01401 -0.66796 0.196 0.212 0.129
H 4.06159 4.44436 -3.31433 0.263 -0.283 0.244
H 3.16455 5.79860 -2.76174 -0.696 -0.207 0.280
H 1.31573 5.26525 -1.68684 -0.066 0.072 0.876
H 0.87719 3.59459 -1.08127 0.665 0.031 0.476
H 1.24067 3.96926 -2.73770 -0.097 -0.449 -0.213
C -6.08752 -0.65478 10.31497 0.762 -0.244 -0.193
O -4.94031 -0.93530 9.47754 -1.625 -1.768 2.023
C -4.74620 0.08865 8.59655 1.558 0.643 -1.413
C -3.62951 -0.29795 7.55633 -0.605 0.823 1.688
N -2.33491 -0.11004 8.18191 1.493 0.050 -0.429
C -1.24543 -0.51759 7.30572 0.740 1.191 -0.534
C 0.15788 -0.44284 7.92714 -2.021 -0.933 -0.048
O 0.06089 -1.41066 8.94539 1.403 -0.694 1.337
C 1.27885 -1.55127 9.69899 -1.079 -0.034 0.325
H -6.05134 0.36002 10.71118 0.051 0.308 -0.240
H -6.11636 -1.28483 11.20395 0.343 -0.393 -0.305
H -7.01025 -0.80433 9.75434 -0.085 0.097 -0.121
H -4.36289 0.90388 9.21021 0.060 0.753 -0.469
H -5.67872 0.38890 8.11868 -0.149 0.017 -0.310
H -3.67529 0.41686 6.73470 -0.099 -0.051 -0.155
H -3.76212 -1.30486 7.16057 -0.317 -0.251 -0.019
H -2.11896 -0.57048 9.05453 -0.977 -0.301 0.248
H -1.18942 0.15203 6.44748 -0.345 0.038 -0.298
H -1.33237 -1.53640 6.92813 -0.258 -0.307 -0.091
H 0.37338 0.53676 8.35380 0.340 0.126 -0.306
H 0.81364 -0.82837 7.14648 0.602 0.596 0.025
H 2.14162 -1.77917 9.07306 0.033 0.243 -0.124
H 1.15586 -2.35605 10.42376 -0.215 -0.296 -0.290
H 1.41841 -0.67761 10.33565 0.389 0.392 -0.325
```
Positions in Å, forces in eV/Å.

Atom charges from the Löwdin analysis, given in e for atoms 1 to 4:
1 V 1.2518
2 P 0.1754
3 F -0.1417
4 F -0.1669